88
Properties=species:S:1:pos:R:3:forces:R:3 method="wB97M-V/def2-TZVPD" fmax_ev_per_a=0.2 spin_multiplicity=3 s2=2.022 orbital_gap_ev="4.8 / 5.9" homo_energy_ev="-0.65 / -1.74" total_charge=-2 energy_ev=-137972.505
Pt -1.4915 -2.5988 0.5810 -0.1 -0.1 -0.2
Te -0.4454 0.9328 -0.9391 0.1 0.0 -0.1
Ge -0.7297 -5.0776 -1.6213 0.0 0.0 0.1
Si 0.2429 4.5132 -2.5534 0.0 0.1 0.0
Si 1.0795 2.8412 -1.1701 -0.1 -0.1 0.0
Si 1.4828 3.7556 0.9391 0.1 0.0 0.0
Si 3.1123 2.1557 -2.0928 0.1 0.1 0.0
O -1.6758 -0.7840 7.2047 0.0 0.0 0.0
O -3.8885 -1.0742 6.8654 -0.1 0.0 0.0
N 0.3927 -2.1931 1.2391 0.1 0.1 0.2
N -3.4978 -2.7435 0.5639 -0.2 -0.1 0.1
N -1.8863 -2.0266 2.4427 0.1 0.1 0.1
C -1.0743 -3.2320 -1.2834 0.0 0.1 0.0
C -2.4101 -1.3747 5.0369 -0.1 0.0 0.0
C -0.2824 -5.4799 -3.4977 0.0 0.1 -0.1
C 1.5137 -2.2179 0.5162 0.0 0.0 0.0
C 2.8250 1.0186 -3.5592 -0.1 0.0 0.0
C 1.6410 -1.3835 3.1062 0.0 0.0 0.0
C -0.8575 -1.6991 3.2438 -0.1 0.0 0.0
C -0.0290 4.7078 1.5254 -0.1 0.0 0.0
C -3.4421 -1.6994 4.1868 0.0 0.0 0.1
C 2.9548 4.9485 0.9850 0.0 0.0 -0.1
C -1.0831 -1.3636 4.5544 0.1 0.0 0.0
C -3.1745 -2.0398 2.8447 0.0 0.0 0.0
C 4.2179 3.5764 -2.6863 0.0 0.1 0.0
C 1.8222 2.3653 2.1524 0.0 -0.1 0.0
C -2.6907 -1.0425 6.5258 0.0 0.1 0.0
C 2.7396 -1.8613 1.0406 0.0 0.0 0.1
C -4.3084 -3.0846 -0.4549 0.1 0.0 0.0
C -5.4746 -2.5092 1.9575 -0.1 0.0 0.0
C 0.3328 3.9876 -4.3618 0.0 -0.1 0.0
C 2.8029 -1.4358 2.3615 0.0 0.0 -0.1
C -4.0780 -2.4274 1.8077 0.0 0.0 0.0
C 1.2152 6.1296 -2.3821 0.1 0.0 0.0
C -2.2675 -6.2004 -1.1254 -0.1 0.0 0.0
C 0.7777 -5.7156 -0.5213 0.0 0.0 0.0
C -6.2725 -2.8720 0.9103 0.0 0.0 0.0
C -1.5567 4.8741 -2.1574 0.0 0.0 0.0
C 4.0974 1.1973 -0.8017 0.0 0.0 0.0
C -5.6684 -3.1639 -0.3443 -0.1 0.0 0.0
C 0.4375 -1.7610 2.5312 0.0 0.0 0.0
H 3.7489 0.5751 -3.9398 0.1 0.0 0.0
H -1.0089 -2.5135 -2.1022 0.0 0.0 0.0
H 3.8769 4.4337 0.7022 0.0 0.0 0.0
H -0.1949 5.5975 0.9135 0.0 0.0 0.0
H 0.0701 5.0207 2.5679 0.0 0.0 0.0
H 1.3892 -2.5288 -0.5124 0.0 0.0 0.0
H 0.5993 -4.9088 -3.7923 0.0 0.0 0.0
H 3.7363 4.1331 -3.4942 0.0 0.0 0.0
H -2.0004 5.5810 -2.8636 0.0 0.0 0.0
H 2.7424 1.8397 1.8868 0.0 0.0 0.0
H 0.6017 -5.4386 0.5191 0.0 0.0 0.0
H 4.4229 1.8484 0.0131 0.0 0.0 0.0
H -0.9130 4.0723 1.4434 0.0 0.0 0.0
H -6.2601 -3.4398 -1.2058 0.0 0.0 0.0
H 0.8904 -6.7995 -0.5862 0.0 0.0 0.0
H -2.1217 3.9405 -2.1905 0.0 0.0 0.0
H 3.6198 -1.8942 0.4153 0.0 0.0 0.0
H -0.1524 4.7134 -5.0198 0.0 0.0 0.0
H -5.9030 -2.2735 2.9228 0.0 0.0 0.0
H -0.0779 -6.5404 -3.6524 0.0 0.0 0.0
H -1.6611 5.2788 -1.1491 0.0 0.0 0.0
H 1.6444 -1.0294 4.1270 0.0 0.0 0.0
H 2.1477 0.2217 -3.2444 0.0 0.0 0.0
H -7.3466 -2.9303 1.0336 0.0 0.0 0.0
H -2.0242 -7.2636 -1.1602 0.0 0.0 0.0
H 2.8086 5.7696 0.2804 0.0 0.0 0.0
H 0.8692 6.9026 -3.0740 0.0 0.0 0.0
H -1.1070 -5.1854 -4.1483 0.0 0.0 0.0
H -3.1081 -6.0119 -1.7948 0.0 0.0 0.0
H 1.0074 1.6414 2.0850 0.0 0.0 0.0
H 2.2784 5.9564 -2.5673 0.0 0.0 0.0
H -4.4432 -1.6933 4.5967 0.0 0.0 0.0
H 1.9036 2.7166 3.1846 0.0 0.0 0.0
H 3.0986 5.3762 1.9809 0.0 0.0 0.0
H 2.3378 1.5561 -4.3755 0.0 0.0 0.0
H -0.1610 3.0218 -4.4858 0.0 0.0 0.0
H 1.7097 -5.2480 -0.8438 0.0 0.0 0.0
H -0.2974 -1.0993 5.2478 0.0 0.0 0.0
H -2.5807 -5.9400 -0.1136 0.0 0.0 0.0
H 3.4485 0.4319 -0.3732 0.0 0.0 0.0
H 1.3699 3.8703 -4.6858 0.0 0.0 0.0
H 1.1194 6.5191 -1.3661 0.0 0.0 0.0
H 4.4134 4.2802 -1.8730 0.0 0.0 0.0
H 4.9789 0.7114 -1.2297 0.0 0.0 0.0
H -3.7987 -3.2960 -1.3867 0.0 0.0 0.0
H 3.7444 -1.1273 2.7973 0.0 0.0 0.0
H 5.1794 3.2101 -3.0569 0.0 0.0 0.0